# 1
{"formula": "C30H24N2O21P2", "method": "ωB97M-V/def2-TZVPD", "species": ["O", "C", "O", "N", "P", "P", "O", "O", "O", "C", "C", "C", "C", "C", "N", "H", "H", "H", "H", "H", "H", "H", "H", "C", "C", "C", "O", "C", "C", "C", "O", "O", "O", "H", "H", "H", "H", "C", "C", "C", "O", "C", "C", "C", "O", "O", "O", "H", "H", "H", "H", "C", "C", "C", "O", "C", "C", "C", "O", "O", "O", "H", "H", "H", "H", "C", "C", "C", "O", "C", "C", "C", "O", "O", "O", "H", "H", "H", "H"], "coordinates": [[2.51, 2.77, -0.01], [2.38, 2.05, -1.16], [1.88, 2.79, -2.33], [2.81, 0.60, -1.13], [4.22, 0.29, -2.18], [4.88, -1.75, -1.57], [5.26, -1.58, -0.01], [3.59, -2.92, -1.66], [6.20, -2.36, -2.54], [1.64, -0.34, -1.47], [1.13, -0.29, -3.02], [-0.11, -1.33, -3.43], [-0.68, -2.32, -2.20], [0.01, -2.12, -0.73], [1.13, -1.19, -0.35], [0.96, 2.46, -2.61], [3.85, 0.25, -3.58], [3.14, -2.90, -2.56], [6.81, -1.56, -2.67], [1.58, 0.40, -3.86], [-0.57, -1.42, -4.50], [-1.55, -3.09, -2.38], [-0.42, -2.82, 0.14], [1.61, -2.74, 3.52], [2.06, -1.95, 4.50], [1.12, -1.13, 5.32], [1.56, -0.43, 6.23], [-0.31, -1.19, 4.99], [-0.76, -1.97, 4.01], [0.17, -2.81, 3.21], [-0.27, -3.54, 2.32], [-2.10, -2.03, 3.70], [3.40, -1.87, 4.79], [2.28, -3.34, 2.91], [-0.98, -0.58, 5.59], [-2.17, -2.67, 2.95], [3.47, -1.24, 5.54], [5.16, 6.35, -3.56], [4.71, 5.43, -2.69], [5.26, 4.05, -2.68], [4.85, 3.24, -1.86], [6.30, 3.71, -3.67], [6.74, 4.62, -4.54], [6.21, 6.01, -4.53], [6.64, 6.84, -5.33], [7.71, 4.31, -5.47], [3.72, 5.74, -1.78], [4.77, 7.36, -3.58], [6.68, 2.70, -3.66], [7.86, 5.14, -5.98], [3.58, 4.91, -1.26], [-6.43, -5.51, -2.86], [-5.11, -5.28, -2.81], [-4.56, -4.06, -2.17], [-3.35, -3.89, -2.11], [-5.52, -3.08, -1.61], [-6.83, -3.30, -1.67], [-7.38, -4.54, -2.29], [-8.59, -4.73, -2.31], [-7.73, -2.39, -1.16], [-4.21, -6.19, -3.34], [-6.84, -6.40, -3.32], [-5.10, -2.19, -1.17], [-8.62, -2.78, -1.32], [-3.33, -5.80, -3.18], [-2.63, 2.53, 5.21], [-3.30, 3.63, 4.85], [-4.74, 3.58, 4.49], [-5.33, 4.60, 4.19], [-5.41, 2.26, 4.52], [-4.74, 1.17, 4.88], [-3.30, 1.23, 5.26], [-2.72, 0.20, 5.60], [-5.36, -0.07, 4.91], [-2.67, 4.86, 4.79], [-1.58, 2.56, 5.47], [-6.45, 2.24, 4.25], [-4.67, -0.70, 5.20], [-3.36, 5.50, 4.51]], "lowdin_charge": [0.01, -0.35, -0.02, -0.24, 0.84, 0.52, -0.42, -0.26, -0.25, -0.26, -0.05, -0.02, -0.01, -0.06, 0.08, 0.13, -0.07, 0.08, 0.08, 0.08, 0.08, 0.05, 0.10, 0.08, -0.20, -0.30, 0.11, 0.08, -0.20, -0.30, 0.07, 0.07, 0.09, 0.14, 0.10, 0.11, 0.12, 0.08, -0.20, -0.29, 0.04, 0.08, -0.21, -0.31, 0.10, 0.08, 0.09, 0.14, 0.13, 0.12, 0.10, 0.08, -0.20, -0.29, 0.07, 0.08, -0.20, -0.30, 0.11, 0.09, 0.08, 0.14, 0.14, 0.12, 0.12, 0.09, -0.21, -0.31, 0.11, 0.08, -0.20, -0.28, 0.08, 0.08, 0.08, 0.14, 0.14, 0.12, 0.12], "smiles": "O=C(O)N(PP(=O)(O)O)c1ccccn1.O=C1C=C(O)C(=O)C=C1O.O=C1C=C(O)C(=O)C=C1O.O=C1C=C(O)C(=O)C=C1O.O=C1C=C(O)C(=O)C=C1O", "largest_force_ev_per_a": 9.479, "homo_lumo_gap_ev": 6.90}

***

# 2
{"formula": "C30H24N4O2S3Ti", "method": "ωB97M-V/def2-TZVPD", "species": ["Ti", "O", "C", "O", "C", "C", "C", "C", "C", "C", "C", "C", "C", "N", "H", "H", "H", "H", "H", "H", "C", "C", "C", "C", "C", "C", "H", "H", "H", "H", "H", "S", "C", "S", "C", "N", "N", "C", "C", "C", "C", "C", "C", "S", "H", "H", "H", "H", "H", "C", "C", "C", "C", "C", "C", "N", "H", "H", "H", "H", "H", "H", "H", "H"], "coordinates": [[0.67, -0.25, -1.31], [3.50, 0.44, -3.66], [2.35, 0.59, -3.34], [1.50, -0.38, -2.97], [1.70, 1.94, -3.26], [2.27, 3.09, -3.85], [1.62, 4.28, -3.74], [0.40, 4.34, -3.04], [-0.33, 5.55, -2.90], [-1.51, 5.56, -2.21], [-2.00, 4.37, -1.64], [-1.32, 3.19, -1.76], [-0.10, 3.15, -2.47], [0.56, 1.97, -2.60], [3.22, 2.98, -4.35], [2.03, 5.18, -4.17], [0.07, 6.45, -3.35], [-2.06, 6.48, -2.10], [-2.94, 4.39, -1.09], [-1.70, 2.28, -1.32], [-4.14, 0.13, -1.55], [-3.41, -0.14, -2.70], [-2.03, -0.27, -2.63], [-1.37, -0.13, -1.41], [-2.11, 0.15, -0.26], [-3.49, 0.28, -0.33], [-5.21, 0.23, -1.60], [-3.91, -0.25, -3.65], [-1.46, -0.47, -3.54], [-1.61, 0.27, 0.70], [-4.06, 0.49, 0.57], [3.74, -1.44, 4.62], [2.73, -0.69, 3.56], [3.31, 0.18, 2.16], [1.68, 0.49, 1.67], [0.79, 0.01, 2.46], [1.37, -0.64, 3.51], [0.47, -1.26, 4.43], [-0.69, -1.84, 3.93], [-1.59, -2.44, 4.79], [-1.34, -2.45, 6.16], [-0.18, -1.87, 6.65], [0.73, -1.26, 5.79], [1.27, 1.41, 0.24], [-0.87, -1.82, 2.86], [-2.49, -2.89, 4.40], [-2.04, -2.92, 6.83], [0.02, -1.87, 7.71], [1.62, -0.80, 6.18], [3.34, -1.64, -0.78], [2.14, -2.51, -0.51], [2.13, -3.84, -0.24], [0.76, -4.24, -0.15], [-0.02, -3.15, -0.36], [-1.51, -3.10, -0.32], [0.81, -2.04, -0.60], [4.22, -2.13, -0.37], [3.28, -0.66, -0.29], [3.50, -1.48, -1.84], [3.00, -4.45, -0.11], [0.39, -5.23, 0.07], [-1.88, -4.10, -0.09], [-1.95, -2.80, -1.28], [-1.88, -2.42, 0.44]], "nbo_charge": [1.72, -0.53, 0.75, -0.78, 0.12, -0.22, -0.11, -0.12, -0.17, -0.20, -0.21, -0.15, 0.23, -0.45, 0.25, 0.22, 0.22, 0.22, 0.22, 0.23, -0.20, -0.23, -0.15, -0.45, -0.22, -0.21, 0.22, 0.22, 0.21, 0.24, 0.22, -0.13, -0.13, 0.45, -0.14, -0.25, -0.25, 0.12, -0.15, -0.22, -0.21, -0.19, -0.21, -0.16, 0.22, 0.22, 0.22, 0.22, 0.24, -0.66, 0.13, -0.28, -0.26, 0.13, -0.63, -0.70, 0.25, 0.21, 0.24, 0.22, 0.22, 0.23, 0.22, 0.21], "largest_force_ev_per_a": 0.871, "homo_lumo_gap_ev": 6.82}

***

# 3
{"formula": "C30H24N7O2STb", "method": "ωB97M-V/def2-TZVPD", "species": ["Tb", "O", "C", "C", "C", "C", "C", "C", "C", "O", "N", "N", "C", "C", "C", "C", "C", "C", "N", "H", "H", "H", "H", "H", "H", "H", "H", "H", "H", "N", "C", "C", "C", "C", "C", "C", "S", "N", "C", "C", "C", "C", "C", "C", "N", "H", "H", "H", "H", "H", "H", "H", "H", "H", "C", "C", "C", "N", "C", "C", "H", "H", "H", "H", "H"], "coordinates": [[-0.01, -0.06, -1.16], [3.92, -3.39, 0.49], [3.70, -2.54, 1.49], [4.13, -2.92, 2.76], [3.91, -2.11, 3.86], [3.27, -0.88, 3.71], [2.85, -0.48, 2.46], [3.04, -1.30, 1.33], [2.43, -0.89, 0.08], [1.77, 0.20, -0.01], [2.53, -1.73, -0.97], [1.60, -1.52, -1.91], [1.59, -2.15, -3.04], [0.36, -2.06, -3.82], [0.24, -2.68, -5.06], [-0.99, -2.69, -5.69], [-2.07, -2.07, -5.07], [-1.86, -1.43, -3.86], [-0.68, -1.41, -3.23], [3.60, -3.01, -0.36], [4.65, -3.86, 2.87], [4.24, -2.43, 4.83], [3.13, -0.24, 4.56], [2.36, 0.47, 2.32], [2.40, -2.79, -3.38], [1.10, -3.15, -5.52], [-1.12, -3.18, -6.64], [-3.05, -2.08, -5.51], [-2.67, -0.93, -3.35], [-1.01, 1.31, 3.04], [-1.24, 2.70, 3.17], [-1.51, 3.23, 4.42], [-1.69, 4.60, 4.57], [-1.62, 5.44, 3.47], [-1.37, 4.90, 2.21], [-1.18, 3.54, 2.07], [-0.93, 2.87, 0.43], [-0.89, 1.19, 0.69], [-0.86, 0.64, 1.88], [-0.60, -0.82, 1.91], [-0.28, -1.49, 3.09], [-0.01, -2.85, 3.04], [-0.03, -3.50, 1.82], [-0.34, -2.76, 0.69], [-0.64, -1.46, 0.72], [-1.04, 0.79, 3.91], [-1.59, 2.58, 5.27], [-1.88, 5.00, 5.55], [-1.75, 6.50, 3.57], [-1.32, 5.53, 1.34], [-0.21, -0.97, 4.03], [0.21, -3.39, 3.95], [0.19, -4.55, 1.73], [-0.39, -3.23, -0.29], [-2.72, 3.16, -4.21], [-1.36, 3.03, -4.46], [-0.59, 2.25, -3.61], [-1.10, 1.61, -2.55], [-2.42, 1.75, -2.31], [-3.26, 2.51, -3.11], [-3.33, 3.77, -4.85], [-0.90, 3.51, -5.30], [0.48, 2.14, -3.76], [-2.82, 1.24, -1.44], [-4.31, 2.57, -2.89]], "lowdin_spin": [6.11, 0.00, 0.00, 0.00, 0.00, 0.00, 0.00, 0.00, 0.00, -0.02, 0.00, -0.01, 0.00, 0.00, 0.00, 0.00, 0.00, 0.00, -0.02, 0.00, 0.00, 0.00, 0.00, 0.00, 0.00, 0.00, 0.00, 0.00, 0.00, 0.00, 0.00, 0.00, 0.00, 0.00, 0.00, 0.00, 0.00, -0.02, 0.00, 0.00, 0.00, 0.00, 0.00, 0.00, -0.02, 0.00, 0.00, 0.00, 0.00, 0.00, 0.00, 0.00, 0.00, 0.00, 0.00, 0.00, 0.00, -0.02, 0.00, 0.00, 0.00, 0.00, 0.00, 0.00, 0.00], "largest_force_ev_per_a": 1.694, "spin_multiplicity": 7, "homo_lumo_gap_ev": [6.43, 6.48], "total_charge": 2}

***

So what do the calculations give for E_tot? Going down the list: -3529.5277; -3571.2297; -2913.6857 Eh.